Record 1
# C5H8O

A single C5H8O molecule (ωB97M-V with the def2-TZVPD basis set, the Open Molecules 2025 dataset).

CARTESIAN COORDINATES (ANGSTROEM)
O1 -0.71519 -0.35046 0.47898
C1 1.68204 -0.31454 -0.34936
C2 -0.29709 -1.29982 -0.76950
C3 1.09849 -1.13048 -1.13051
C4 -1.53718 0.76436 0.11802
C5 1.92081 0.56270 0.65778
H1 -1.12732 1.27663 -0.75854
H2 -2.53916 0.38939 -0.09533
H3 2.40179 0.22715 1.57566
H4 -1.56087 1.44948 0.96923
H5 1.98304 1.63008 0.45059
H6 -0.55560 -2.27752 -0.35979
H7 0.26636 0.06565 0.74259
H8 -1.02012 -0.99262 -1.52982

As for the total charge: 0. The calculation puts the largest force on an atom at 0.48 eV Å⁻¹. The calculation puts the energy above the lowest of the compared OMol25 structures with the same formula, charge and spin at 125.9 kcal per mole. For the LUMO energy, the calculation gives 0.710 eV. The total energy is -270.35728 a.u.

Results of the natural (NBO) charge analysis, in e, for atoms 1 through 5: -0.58, 0.03, -0.10, -0.32, -0.26

=====

Record 2
# C5H8O

A single C5H8O molecule (ωB97M-V with the def2-TZVPD basis set, the Open Molecules 2025 dataset).

CARTESIAN COORDINATES (ANGSTROEM)
O1 1.54543 0.66774 -1.38632
C1 1.59872 0.81127 0.01506
C2 -1.84465 -1.11175 0.00966
C3 -0.62483 -0.27132 0.25821
C4 -1.61738 0.33575 -0.31490
C5 0.78172 -0.26407 0.73598
H1 2.65374 0.72258 0.29166
H2 1.25083 1.80799 0.33096
H3 -1.83433 -1.85587 -0.79269
H4 -2.49568 -1.38788 0.84384
H5 0.60875 0.66185 -1.62820
H6 1.22600 -1.25077 0.56592
H7 0.80505 -0.08837 1.82014
H8 -2.05336 1.22286 -0.74933

As for the total charge: 0. The calculation puts the largest force on an atom at 0.39 eV Å⁻¹. The calculation puts the energy above the lowest of the compared OMol25 structures with the same formula, charge and spin at 64.5 kcal per mole. The structure (SMILES) is OCCC1=CC1. For the LUMO energy, the calculation gives 1.033 eV. The total energy is -270.45508 a.u.

Results of the natural (NBO) charge analysis, in e, for atoms 1 through 5: -0.71, -0.05, -0.42, 0.04, -0.23

=====

Record 3
# C5H8O

A single C5H8O molecule at a distorted geometry (ωB97M-V with the def2-TZVPD basis set, the Open Molecules 2025 dataset).

CARTESIAN COORDINATES (ANGSTROEM)
O1 0.20783 1.41516 1.12231
C1 -0.05966 -0.50697 -1.12311
C2 1.12786 -0.56789 -0.12922
C3 0.61076 0.05449 1.14560
C4 -1.06320 0.51246 -0.54591
C5 -0.80235 0.41438 1.00204
H1 0.29226 -0.27292 -2.13558
H2 -0.75237 1.51654 -0.90032
H3 2.01380 -0.03018 -0.47620
H4 1.42118 -1.60970 0.06003
H5 -1.42705 0.27918 1.90686
H6 -0.57675 -1.46972 -1.15883
H7 1.10376 -0.11551 2.09475
H8 -2.09608 0.38070 -0.86242

As for the total charge: 0. The calculation puts the largest force on an atom at 1.24 eV Å⁻¹. The calculation puts the energy above the lowest of the compared OMol25 structures with the same formula, charge and spin at 41.2 kcal per mole. The structure (SMILES) is C1C[C@@H]2O[C@@H]2C1. For the LUMO energy, the calculation gives 1.168 eV. The total energy is -270.49220 a.u.

Results of the natural (NBO) charge analysis, in e, for atoms 1 through 5: -0.50, -0.39, -0.44, 0.04, -0.42

=====

Record 4
# C5H8O

A single C5H8O molecule at a distorted geometry (ωB97M-V with the def2-TZVPD basis set, the Open Molecules 2025 dataset).

CARTESIAN COORDINATES (ANGSTROEM)
O1 2.78863 -0.26638 0.08705
C1 -0.40253 0.34083 0.35722
C2 -1.71010 0.06009 -0.39931
C3 0.82482 0.83502 -0.52312
C4 0.41567 -0.94218 0.74412
C5 1.56794 -0.32457 -0.02572
H1 0.60539 -1.13886 1.80372
H2 0.03287 -1.84423 0.25692
H3 -1.55353 -0.64249 -1.22748
H4 0.67806 1.16695 -1.54918
H5 1.96743 1.17696 -0.19428
H6 -2.12578 0.98321 -0.81754
H7 -2.47553 -0.37386 0.26275
H8 -0.61333 0.96952 1.22486

As for the total charge: 0. The calculation puts the largest force on an atom at 4.16 eV Å⁻¹. The calculation puts the energy above the lowest of the compared OMol25 structures with the same formula, charge and spin at 71.4 kcal per mole. The structure (SMILES) is CC1CC(=O)C1. For the LUMO energy, the calculation gives 0.933 eV. The total energy is -270.44416 a.u.

Results of the natural (NBO) charge analysis, in e, for atoms 1 through 5: -0.59, -0.19, -0.61, -0.60, -0.50

=====

Record 5
# C5H8O

A single C5H8O molecule (ωB97M-V with the def2-TZVPD basis set, the Open Molecules 2025 dataset).

CARTESIAN COORDINATES (ANGSTROEM)
O1 -0.47540 -2.25675 0.08361
C1 0.72052 -0.36804 -0.82354
C2 -0.95611 1.36003 0.03629
C3 0.19925 0.44046 0.33622
C4 -0.07958 -1.66921 -0.89132
C5 0.63298 0.18691 1.56711
H1 0.65778 0.15403 -1.78638
H2 0.14980 0.60937 2.44381
H3 1.77395 -0.64755 -0.67969
H4 -1.61745 0.92698 -0.72472
H5 -0.60932 2.32469 -0.35519
H6 -1.55273 1.55170 0.93234
H7 1.45795 -0.49975 1.74039
H8 -0.29078 -2.06759 -1.90344

As for the total charge: 0. The calculation puts the largest force on an atom at 0.56 eV Å⁻¹. The calculation puts the energy above the lowest of the compared OMol25 structures with the same formula, charge and spin at 26.3 kcal per mole. The structure (SMILES) is C=C(C)CC=O. For the LUMO energy, the calculation gives 0.955 eV. The total energy is -270.51592 a.u.

Results of the natural (NBO) charge analysis, in e, for atoms 1 through 5: -0.51, -0.55, -0.64, 0.02, 0.44

=====

Record 6
# C5H8O

A single C5H8O molecule (ωB97M-V with the def2-TZVPD basis set, the Open Molecules 2025 dataset).

CARTESIAN COORDINATES (ANGSTROEM)
O1 -1.45821 1.42395 0.54735
C1 1.71336 -0.29016 -0.31573
C2 0.72456 -1.39326 -0.09359
C3 -0.62792 0.57391 -0.21855
C4 -0.61840 -0.82551 0.38875
C5 0.87259 0.92758 -0.18323
H1 -0.61628 -0.70788 1.47984
H2 -0.97582 0.53626 -1.26440
H3 1.10063 1.14623 0.88285
H4 -1.59452 2.24276 0.05685
H5 1.20929 1.80509 -0.74660
H6 0.63091 -1.77866 -1.12909
H7 -1.49032 -1.42603 0.11644
H8 1.13012 -2.23426 0.47912

As for the total charge: 0. The calculation puts the largest force on an atom at 0.48 eV Å⁻¹. The calculation puts the energy above the lowest of the compared OMol25 structures with the same formula, charge and spin at 82.7 kcal per mole. For the LUMO energy, the calculation gives 0.446 eV. The total energy is -270.42610 a.u.

Results of the natural (NBO) charge analysis, in e, for atoms 1 through 5: -0.71, 0.18, -0.59, 0.09, -0.43

=====

Record 7
# C5H8O

A single C5H8O molecule at a distorted geometry (ωB97M-V with the def2-TZVPD basis set, the Open Molecules 2025 dataset).

CARTESIAN COORDINATES (ANGSTROEM)
O1 -1.20656 -1.68002 1.01272
C1 -0.33344 -0.98269 1.47753
C2 -0.60747 0.65357 -0.98875
C3 0.34404 1.20926 0.05808
C4 0.16273 -0.67607 -0.92148
C5 0.60976 -0.21656 0.59679
H1 0.04555 2.03378 0.70573
H2 -0.14544 -1.02137 2.56868
H3 1.03462 -0.73618 -1.56568
H4 -1.61155 0.52563 -0.56579
H5 1.27851 1.47954 -0.45320
H6 1.58811 -0.21582 1.13232
H7 -0.68019 1.17848 -1.94229
H8 -0.47866 -1.55155 -1.11467

As for the total charge: 0. The calculation puts the largest force on an atom at 1.27 eV Å⁻¹. The calculation puts the energy above the lowest of the compared OMol25 structures with the same formula, charge and spin at 43.6 kcal per mole. The structure (SMILES) is O=CC1CCC1. For the LUMO energy, the calculation gives 0.875 eV. The total energy is -270.48837 a.u.

Results of the natural (NBO) charge analysis, in e, for atoms 1 through 5: -0.53, 0.42, -0.41, -0.37, -0.37

=====

Record 8
# C5H8O

A 2-piece molecular cluster, C5H8O overall (ωB97M-V with the def2-TZVPD basis set, the Open Molecules 2025 dataset).

CARTESIAN COORDINATES (ANGSTROEM)
O1 1.39673 -0.03181 -0.79785
C1 1.22410 -0.96246 0.19219
C2 -0.88964 -0.40290 -0.42161
C3 -0.04662 -1.27632 0.43625
C4 -0.72754 1.12479 -0.41127
C5 0.11288 0.29089 -1.31170
H1 0.10210 0.35849 -2.39279
H2 2.13476 -1.27367 0.68926
H3 -0.19848 1.71086 0.32972
H4 -0.40049 -2.02575 1.13191
H5 -1.84631 -0.75682 -0.79111
H6 0.64966 0.62261 2.23327
H7 -1.58464 1.64071 -0.82937
H8 0.07347 0.98137 1.94309

As for the total charge: 0. The calculation puts the largest force on an atom at 0.42 eV Å⁻¹. The calculation puts the energy above the lowest of the compared OMol25 structures with the same formula, charge and spin at 72.5 kcal per mole. The structure (SMILES) is C1=C[C@H]2C[C@H]2O1.[H][H]. For the LUMO energy, the calculation gives 1.190 eV. The total energy is -270.44242 a.u.

Results of the natural (NBO) charge analysis, in e, for atoms 1 through 5: -0.48, 0.13, -0.27, -0.32, -0.45

=====

- Which value of total charge does entry 8 give?
  0